158
Properties=species:S:1:pos:R:3:lowdin_charge:R:1 method="wB97M-V/def2-TZVPD" e_tot_ev=-232572.2495 homo_lumo_gap_ev=6.85 lumo_energy_ev=-1.71 relative_energy_kj_mol=2642.5 multiplicity=1 charge=0 e_homo_ev=-8.555
C -0.495 -2.743 -1.352 -0.14
C 0.308 -2.988 0.088 -0.19
C 1.738 -2.120 0.057 -0.21
O 2.274 -2.075 1.426 -0.23
C 2.709 -0.700 1.795 -0.15
C 1.288 0.127 2.105 -0.02
C 0.337 -0.561 3.285 0.06
C -1.106 0.130 3.645 -0.09
C -2.022 -0.622 4.799 -0.14
C -2.945 -1.739 3.964 -0.67
O -3.094 -1.593 2.618 -0.15
I -3.931 -3.472 4.866 0.81
C -1.543 1.474 2.814 0.03
C -0.598 2.196 1.638 0.03
C 0.855 1.504 1.270 -0.03
C 1.793 2.167 0.077 -0.15
C 0.989 1.852 -1.344 -0.28
C 1.820 2.313 -2.686 -0.52
Br 2.389 0.588 -3.615 0.51
C -1.191 3.567 0.886 -0.19
O -0.430 4.653 0.645 -0.04
C -2.819 3.484 0.510 -0.02
C -3.442 4.062 -0.911 0.02
C -5.069 3.854 -1.146 0.01
C -6.024 3.100 0.000 -0.09
C -7.629 2.833 -0.206 -0.11
C -8.319 2.295 -1.633 0.00
C -9.928 2.054 -1.584 -0.13
N -10.919 2.218 -0.483 -0.03
C -10.380 2.731 0.808 -0.10
C -8.790 3.027 0.968 -0.02
C -5.378 2.566 1.448 0.07
C -3.764 2.763 1.686 -0.01
C -3.018 2.217 3.080 -0.18
O -3.586 2.349 4.281 -0.04
H -0.783 -3.799 -1.818 0.08
H 0.163 -2.205 -2.162 0.06
H -1.488 -2.136 -1.229 0.07
H -0.404 -2.589 0.958 0.11
H 0.575 -4.119 0.252 0.11
H 1.460 -1.081 -0.404 0.09
H 2.502 -2.622 -0.707 0.14
H 3.331 -0.833 2.805 0.13
H 3.332 -0.227 0.925 0.12
H 0.715 -1.535 3.844 0.12
H -1.380 -1.148 5.634 0.12
H -2.790 0.087 5.332 0.12
H 2.849 1.674 -0.030 0.11
H 1.961 3.321 0.194 0.12
H -0.077 2.388 -1.387 0.12
H 0.770 0.704 -1.455 0.07
H 2.729 3.018 -2.459 0.09
H 1.045 2.807 -3.445 0.06
H -2.714 4.582 -1.671 0.10
H -5.567 4.245 -2.156 0.08
H -7.646 2.111 -2.596 0.10
H -10.392 1.667 -2.616 0.10
H -11.130 2.876 1.714 0.11
H -8.418 3.400 2.035 0.09
H -6.022 2.064 2.289 0.11
C -6.860 -3.193 2.649 -0.11
C -8.253 -2.963 2.096 -0.21
O -8.973 -2.032 2.919 0.01
C -8.734 -0.703 2.678 -0.32
O -7.958 -0.293 1.821 0.13
C -9.598 0.171 3.587 -0.47
F -9.623 -0.272 4.877 0.14
F -10.898 0.212 3.174 0.14
F -9.175 1.465 3.640 0.12
H -6.908 -3.508 3.697 0.04
H -6.336 -3.961 2.073 0.08
H -6.267 -2.274 2.621 0.06
H -8.814 -3.903 2.114 0.13
H -8.224 -2.626 1.053 0.13
C 3.754 3.665 5.551 -0.06
C 4.881 2.778 6.047 -0.21
O 4.357 1.672 6.798 0.01
C 3.926 0.595 6.066 -0.32
O 3.966 0.541 4.841 0.13
C 3.442 -0.522 6.989 -0.47
F 2.661 -0.063 8.010 0.14
F 4.478 -1.189 7.574 0.14
F 2.700 -1.464 6.342 0.13
H 3.120 3.985 6.385 0.09
H 4.150 4.551 5.047 0.09
H 3.108 3.127 4.850 0.08
H 5.523 3.348 6.726 0.13
H 5.513 2.430 5.222 0.12
C -10.333 7.307 -4.682 -0.06
C -10.038 7.228 -3.195 -0.21
O -8.694 6.775 -2.973 0.01
C -7.716 7.734 -3.044 -0.32
O -7.934 8.918 -3.283 0.15
C -6.346 7.127 -2.740 -0.47
F -6.147 5.932 -3.369 0.11
F -6.175 6.887 -1.408 0.14
F -5.312 7.929 -3.118 0.14
H -10.126 6.348 -5.167 0.08
H -11.379 7.573 -4.856 0.08
H -9.699 8.054 -5.170 0.08
H -10.703 6.492 -2.730 0.13
H -10.220 8.186 -2.696 0.13
C 6.211 -2.718 4.166 -0.05
C 7.338 -2.021 4.905 -0.21
O 8.483 -1.873 4.052 0.01
C 8.468 -0.795 3.203 -0.32
O 7.549 0.016 3.144 0.14
C 9.762 -0.732 2.392 -0.47
F 10.141 -1.950 1.907 0.14
F 10.812 -0.277 3.135 0.14
F 9.674 0.094 1.312 0.14
H 6.554 -3.672 3.752 0.09
H 5.366 -2.905 4.834 0.08
H 5.860 -2.114 3.323 0.07
H 7.652 -2.634 5.756 0.13
H 7.019 -1.052 5.308 0.12
C 11.356 -2.988 -1.410 -0.06
C 10.450 -2.858 -2.620 -0.21
O 10.162 -4.151 -3.174 0.01
C 9.146 -4.851 -2.577 -0.32
O 8.497 -4.434 -1.622 0.15
C 8.916 -6.181 -3.294 -0.46
F 10.079 -6.830 -3.589 0.14
F 8.260 -6.018 -4.479 0.14
F 8.169 -7.057 -2.564 0.12
H 12.262 -3.548 -1.665 0.08
H 11.643 -2.003 -1.032 0.08
H 10.860 -3.538 -0.603 0.07
H 10.962 -2.284 -3.400 0.13
H 9.527 -2.319 -2.378 0.13
C -1.186 7.298 -6.865 -0.06
C -1.633 6.382 -5.741 -0.21
O -1.418 5.008 -6.097 0.01
C -0.151 4.523 -5.894 -0.33
O 0.772 5.192 -5.439 0.14
C -0.077 3.043 -6.268 -0.48
F -0.710 2.763 -7.443 0.14
F -0.657 2.246 -5.325 0.13
F 1.202 2.594 -6.411 0.13
H -1.679 7.025 -7.804 0.08
H -1.422 8.341 -6.632 0.08
H -0.108 7.216 -7.036 0.08
H -2.709 6.503 -5.576 0.12
H -1.134 6.627 -4.797 0.13
C 6.106 -8.935 -3.010 -0.07
C 5.502 -9.863 -4.048 -0.20
O 5.221 -11.147 -3.472 0.01
C 4.037 -11.256 -2.788 -0.32
O 3.239 -10.333 -2.653 0.14
C 3.843 -12.681 -2.272 -0.47
F 4.976 -13.199 -1.716 0.14
F 3.480 -13.542 -3.266 0.14
F 2.877 -12.775 -1.316 0.14
H 6.989 -9.393 -2.552 0.09
H 6.396 -7.983 -3.464 0.07
H 5.397 -8.733 -2.202 0.08
H 6.223 -10.027 -4.856 0.13
H 4.604 -9.430 -4.503 0.13